A.
The following is a DFT calculation (the ωB97M-V functional and the def2-TZVPD basis) of the molecule C3H10N2O.

```
! wB97M-V def2-TZVPD RIJCOSX def2/J DEFGRID3
* xyz 0 1
N 0.60 0.11 1.27
C 0.28 0.07 -0.16
C -0.66 1.24 -0.48
O -0.16 2.50 -0.10
C -0.30 -1.26 -0.67
N 0.06 -2.48 0.02
H 1.35 -0.50 1.56
H -0.23 -0.09 1.81
H 1.26 0.31 -0.61
H -1.54 1.11 0.16
H -0.94 1.19 -1.54
H 0.81 2.53 -0.09
H -0.24 -1.42 -1.74
H -1.39 -1.15 -0.58
H 0.22 -2.37 1.01
H 0.91 -2.90 -0.35
*
```

For the frontier orbital gap, the calculation gives 0.3747 hartree. As for the LUMO energy: 0.9 eV. The value obtained for the HOMO energy is -9.27 eV. The SMILES is NC[C@H](N)CO.

natural (NBO) charges in e: N -0.84; C -0.09; C -0.05; O -0.72; C -0.25; N -0.83; H 0.36; H 0.35; H 0.17; H 0.17; H 0.17; H 0.47; H 0.21; H 0.17; H 0.35; H 0.35

B.
The following is a DFT calculation (the ωB97M-V functional and the def2-TZVPD basis) of a structure of composition C3H10N2O.

```
! wB97M-V def2-TZVPD RIJCOSX def2/J DEFGRID3
* xyz 0 1
C -0.76 -0.78 0.85
N -0.29 -0.08 -0.34
N -2.23 -0.06 -1.41
O 0.38 -0.86 -1.30
H 1.27 -0.46 -1.28
H -2.23 -1.07 -1.60
H -1.94 0.31 -2.33
H 0.07 -1.33 1.29
H -1.59 -1.42 0.59
H -1.11 -0.02 1.56
C 1.18 1.00 0.31
C 2.12 0.74 1.21
H 2.20 -0.25 1.67
H 1.08 2.01 -0.10
H -0.94 0.78 -0.74
H 2.80 1.50 1.60
*
```

For the frontier orbital gap (alpha / beta), the calculation gives 0.2793 / 0.2391 hartree. As for the LUMO energy (alpha / beta): 0.5 / 0.3 eV. The value obtained for the HOMO energy (alpha / beta) is -7.15 / -6.24 eV.

natural (NBO) charges in e: C -0.42; N -0.13; N -1.20; O -0.54; H 0.48; H 0.33; H 0.31; H 0.21; H 0.24; H 0.23; C -0.19; C -0.45; H 0.20; H 0.19; H 0.52; H 0.22

C.
The following is a DFT calculation (the ωB97M-V functional and the def2-TZVPD basis) of a cluster of 2 separate species, C3H10N2O in total.

```
! wB97M-V def2-TZVPD RIJCOSX def2/J DEFGRID3
* xyz 0 1
C -0.25 -0.11 -1.31
N -0.66 -1.12 -0.33
C -2.10 -1.17 -0.17
H -0.94 -0.10 -2.15
H -0.15 0.87 -0.85
H 0.75 -0.35 -1.69
H -0.46 -1.99 -0.80
H -2.29 -1.75 0.73
H -2.53 -1.80 -0.95
H -2.53 -0.18 -0.18
C 2.28 1.73 1.02
N 1.43 0.85 1.61
O 2.07 2.91 0.90
H 3.20 1.22 0.69
H 1.65 -0.13 1.56
H 0.53 1.13 1.93
*
```

For the frontier orbital gap, the calculation gives 0.3731 hartree. As for the LUMO energy: 0.9 eV. The value obtained for the HOMO energy is -9.24 eV. The SMILES is NC=O.CNC.

natural (NBO) charges in e: C -0.42; N -0.62; C -0.42; H 0.17; H 0.20; H 0.20; H 0.34; H 0.20; H 0.17; H 0.20; C 0.52; N -0.82; O -0.60; H 0.10; H 0.40; H 0.40

Which of them is the least stable? Correct choice: B.

A.
The following is a DFT calculation (the ωB97M-V functional and the def2-TZVPD basis) of a cluster of 16 separate species, C16H64O16 in total.

```
! wB97M-V def2-TZVPD RIJCOSX def2/J DEFGRID3
* xyz 0 1
C -5.82 10.34 -0.01
O -5.71 11.74 -0.30
H -5.84 9.71 -0.95
H -6.69 10.11 0.58
H -5.00 10.08 0.61
H -6.50 12.00 -0.81
C -0.17 14.68 0.42
O -0.53 13.39 0.76
H -0.75 15.41 0.97
H -0.30 14.93 -0.60
H 0.92 14.83 0.67
H -1.44 13.22 0.44
C -0.46 10.11 -0.37
O -0.54 9.08 0.61
H 0.54 10.19 -0.74
H -0.81 11.05 0.02
H -1.14 9.84 -1.19
H -1.44 8.79 0.77
C 0.63 10.77 2.91
O 0.73 9.81 3.89
H -0.37 10.78 2.51
H 1.35 10.79 2.11
H 0.71 11.71 3.40
H 0.72 8.97 3.42
C -6.66 14.90 -0.55
O -5.58 15.86 -0.72
H -6.95 14.31 -1.45
H -7.60 15.43 -0.35
H -6.39 14.14 0.15
H -5.78 16.66 -1.23
C -2.62 8.87 3.67
O -3.43 9.91 4.15
H -1.80 9.29 3.08
H -3.22 8.22 3.02
H -2.26 8.16 4.40
H -3.01 10.25 5.01
C -1.24 10.89 5.92
O -2.12 9.98 6.60
H -0.27 10.64 6.22
H -1.48 11.93 6.15
H -1.34 10.86 4.88
H -1.90 10.11 7.53
C -1.15 13.14 -2.68
O -1.79 14.33 -2.81
H -1.42 12.57 -3.54
H -1.45 12.56 -1.78
H -0.09 13.30 -2.50
H -2.75 14.23 -2.73
C -3.78 13.04 5.22
O -4.90 13.86 4.85
H -3.02 13.14 4.45
H -4.05 12.00 5.30
H -3.33 13.34 6.13
H -5.54 14.00 5.58
C -4.80 14.59 -3.29
O -4.31 14.03 -2.09
H -5.86 14.27 -3.42
H -4.22 14.36 -4.19
H -4.80 15.69 -3.19
H -4.86 14.45 -1.46
C -6.54 11.30 3.21
O -6.09 9.95 3.14
H -6.72 11.68 2.23
H -5.84 11.92 3.71
H -7.48 11.30 3.75
H -5.22 9.91 3.54
C -3.13 11.68 1.74
O -3.09 12.34 0.48
H -3.10 10.62 1.61
H -4.12 11.83 2.28
H -2.30 11.87 2.44
H -4.02 12.33 0.24
C -3.26 7.82 -0.74
O -3.10 7.89 0.62
H -3.96 8.57 -1.12
H -3.64 6.84 -0.96
H -2.28 7.93 -1.28
H -3.94 7.57 0.99
C -0.50 14.33 3.69
O -0.56 14.14 5.09
H 0.48 14.74 3.38
H -1.20 15.02 3.32
H -0.64 13.38 3.19
H -0.23 14.92 5.57
C -3.45 10.77 -2.59
O -4.11 9.78 -3.25
H -2.36 10.64 -2.72
H -3.60 10.80 -1.50
H -3.78 11.71 -3.03
H -4.01 9.96 -4.21
C -3.76 15.03 1.78
O -4.46 16.28 1.84
H -4.41 14.25 1.34
H -3.47 14.82 2.78
H -2.84 15.04 1.23
H -4.80 16.44 0.97
*
```

For the frontier orbital gap, the calculation gives 0.3493 hartree. As for the LUMO energy: 0.1 eV. The value obtained for the HOMO energy is -9.37 eV.

Löwdin charges in e: C -0.12; O -0.15; H 0.10; H 0.07; H 0.05; H 0.10; C -0.18; O -0.14; H 0.06; H 0.06; H 0.11; H 0.04; C -0.12; O -0.13; H 0.08; H 0.05; H 0.05; H 0.02; C -0.18; O -0.10; H 0.04; H 0.09; H 0.06; H 0.09; C -0.10; O -0.14; H 0.08; H 0.10; H 0.07; H 0.13; C -0.13; O -0.17; H 0.06; H 0.08; H 0.09; H 0.07; C -0.13; O -0.11; H 0.08; H 0.07; H 0.04; H 0.10; C -0.20; O -0.11; H 0.06; H 0.06; H 0.09; H 0.01; C -0.14; O -0.12; H 0.06; H 0.06; H 0.07; H 0.10; C -0.14; O -0.14; H 0.09; H 0.10; H 0.09; H 0.00; C -0.14; O -0.12; H 0.05; H 0.04; H 0.08; H 0.02; C -0.13; O -0.14; H 0.05; H 0.10; H 0.08; H 0.03; C -0.16; O -0.14; H 0.04; H 0.09; H 0.10; H 0.11; C -0.16; O -0.12; H 0.10; H 0.05; H 0.04; H 0.09; C -0.21; O -0.12; H 0.07; H 0.06; H 0.08; H 0.11; C -0.12; O -0.09; H 0.07; H 0.06; H 0.06; H 0.01

B.
The following is a DFT calculation (the ωB97M-V functional and the def2-TZVPD basis) of a cluster of 16 separate species, C16H64O16 in total.

```
! wB97M-V def2-TZVPD RIJCOSX def2/J DEFGRID3
* xyz 0 1
C -0.93 2.66 -4.38
O -2.25 2.29 -4.28
H -0.47 2.28 -5.22
H -0.50 2.12 -3.57
H -0.76 3.73 -4.19
H -2.37 1.60 -4.91
C 2.81 1.62 1.51
O 2.60 2.77 0.75
H 3.83 1.77 1.92
H 2.76 0.69 0.97
H 2.20 1.70 2.35
H 3.22 2.83 0.04
C -1.88 -3.57 -0.69
O -2.02 -2.25 -1.26
H -1.10 -3.68 0.04
H -1.75 -4.18 -1.50
H -2.72 -3.90 -0.12
H -1.93 -1.57 -0.60
C 1.40 4.07 -2.45
O 0.84 3.21 -1.48
H 1.48 3.66 -3.42
H 2.35 4.58 -2.20
H 0.66 4.90 -2.46
H 1.24 2.38 -1.75
C -0.94 -1.08 -4.51
O -0.52 -0.67 -3.24
H -0.65 -2.03 -5.03
H -0.26 -0.45 -5.10
H -1.98 -0.77 -4.75
H -1.13 -1.10 -2.64
C 4.94 -2.29 -0.23
O 3.86 -1.33 -0.47
H 4.74 -3.28 -0.61
H 5.22 -2.39 0.78
H 5.70 -1.86 -0.87
H 3.12 -1.55 0.08
C 0.09 0.44 -0.13
O -0.59 -0.66 0.49
H -0.46 0.89 -0.92
H 1.18 0.42 -0.31
H -0.07 1.26 0.59
H -1.30 -0.36 1.08
C -2.97 0.94 1.07
O -2.87 -0.36 1.65
H -4.01 1.33 1.28
H -2.73 1.01 0.00
H -2.26 1.62 1.56
H -3.51 -0.95 1.18
C -1.22 -3.37 2.65
O -1.74 -3.23 3.91
H -1.81 -2.74 2.01
H -1.34 -4.37 2.32
H -0.17 -2.99 2.55
H -1.87 -2.27 4.00
C 0.14 0.11 3.39
O -0.93 -0.22 4.24
H 0.94 0.63 4.02
H -0.15 0.84 2.60
H 0.54 -0.81 2.87
H -1.27 0.58 4.70
C 1.33 -2.86 -2.17
O 2.36 -3.66 -1.65
H 1.46 -2.44 -3.14
H 1.06 -2.16 -1.42
H 0.45 -3.44 -2.25
H 3.21 -3.43 -2.08
C -2.11 3.64 -1.20
O -2.08 3.84 0.15
H -1.54 4.45 -1.70
H -3.15 3.73 -1.60
H -1.77 2.63 -1.37
H -1.18 3.91 0.52
C 2.07 -3.10 1.39
O 1.97 -1.71 1.05
H 1.45 -3.72 0.70
H 1.99 -3.34 2.44
H 3.05 -3.50 1.12
H 1.12 -1.54 0.63
C -4.60 -2.09 3.48
O -3.63 -1.26 4.06
H -4.12 -2.62 2.61
H -5.50 -1.56 3.18
H -4.97 -2.89 4.22
H -3.17 -0.78 3.35
C -0.25 3.51 3.33
O 0.21 3.25 4.65
H 0.62 3.36 2.72
H -0.70 4.49 3.31
H -0.94 2.80 3.00
H 0.77 3.97 4.86
C 2.52 0.57 -2.87
O 3.15 1.33 -1.84
H 3.16 0.29 -3.65
H 1.87 1.13 -3.50
H 1.90 -0.26 -2.51
H 3.53 0.75 -1.15
*
```

For the frontier orbital gap, the calculation gives 0.3617 hartree. As for the LUMO energy: 0.4 eV. The value obtained for the HOMO energy is -9.46 eV.

Löwdin charges in e: C -0.18; O -0.08; H 0.06; H 0.04; H 0.09; H 0.05; C -0.15; O -0.11; H 0.10; H 0.05; H 0.04; H 0.05; C -0.10; O -0.12; H 0.06; H 0.06; H 0.07; H 0.02; C -0.16; O -0.13; H 0.05; H 0.09; H 0.09; H 0.02; C -0.17; O -0.13; H 0.09; H 0.07; H 0.09; H 0.04; C -0.11; O -0.14; H 0.06; H 0.06; H 0.09; H -0.05; C -0.10; O -0.16; H 0.06; H 0.08; H 0.08; H 0.02; C -0.09; O -0.17; H 0.13; H 0.09; H 0.07; H 0.13; C -0.19; O -0.10; H 0.04; H 0.08; H 0.07; H 0.04; C -0.15; O -0.12; H 0.11; H 0.05; H 0.08; H 0.12; C -0.15; O -0.11; H 0.08; H 0.05; H 0.06; H 0.09; C -0.21; O -0.12; H 0.08; H 0.10; H 0.05; H 0.09; C -0.11; O -0.14; H 0.10; H 0.08; H 0.07; H 0.04; C -0.17; O -0.15; H 0.07; H 0.07; H 0.11; H 0.03; C -0.14; O -0.10; H 0.07; H 0.10; H 0.03; H 0.06; C -0.13; O -0.12; H 0.07; H 0.06; H 0.06; H 0.07

Which of them is the least stable? Correct choice: B.